C5H10O2 | wB97M-V/def2-TZVPD

Computed properties:
Net charge: 0
Lowest unoccupied orbital energy (eV): 0.60
HOMO-LUMO gap (eV): 8.69
SMILES: C=C/C(O)=C/C.O

Last columns: bonded neighbours and bond lengths (Å).
CARTESIAN COORDINATES (ANGSTROEM)
1 C -2.03 1.22 2.24  C2 1.326, H7 1.079, H8 1.086
2 C -1.32 1.41 1.14  C1 1.326, C3 1.472, H9 1.087
3 C -0.65 0.35 0.37  C2 1.472, O4 1.394, C5 1.337
4 O -0.09 0.84 -0.81  C3 1.394, H10 0.962
5 C -0.41 -0.91 0.72  C3 1.337, C6 1.516, H11 1.087
6 C -0.01 -2.00 -0.25  C5 1.516, H12 1.086, H13 1.083, H14 1.088
7 H -2.05 0.24 2.70  C1 1.079
8 H -2.71 1.96 2.65  C1 1.086
9 H -1.27 2.35 0.59  C2 1.087
10 H 0.79 0.44 -0.88  O4 0.962
11 H -0.48 -1.15 1.78  C5 1.087
12 H -0.13 -1.61 -1.26  C6 1.086
13 H -0.73 -2.80 -0.09  C6 1.083
14 H 1.00 -2.33 -0.02  C6 1.088
15 O 3.15 -0.43 -2.41  H16 0.964, H17 0.966
16 H 3.32 -1.33 -2.70  O15 0.964
17 H 3.93 0.04 -2.73  O15 0.966